1.
Entry from OMol25: a 5-piece molecular cluster, C25H63N5O5 overall (ωB97M-V/def2-TZVPD).

```
! RIJCOSX wB97M-V def2-TZVPD def2/J DEFGRID3
* xyz 0 1
C -6.3203 1.5663 -4.2894
C -5.3334 0.4150 -4.0010
C -6.0952 -0.8975 -4.0074
C -4.2433 0.3511 -5.0511
C -3.3027 1.5379 -4.9259
C -2.5947 1.4417 -3.5778
C -3.5817 1.4666 -2.4016
C -2.8695 0.8881 -1.1953
C -4.0005 2.8846 -2.0726
N -4.6844 0.5475 -2.6937
O -5.6751 0.6606 -1.6779
H -7.2078 1.4609 -3.6597
H -5.9331 2.5539 -4.0531
H -6.6732 1.5007 -5.3218
H -6.9043 -0.9376 -3.2786
H -6.4513 -1.1612 -5.0023
H -5.4041 -1.6927 -3.6937
H -3.6103 -0.5295 -4.8757
H -4.6478 0.2110 -6.0550
H -2.5601 1.5092 -5.7295
H -3.7958 2.5108 -4.9880
H -1.9450 2.3197 -3.5187
H -1.9621 0.5534 -3.5307
H -1.9220 1.3984 -0.9941
H -2.5504 -0.1450 -1.3838
H -3.4906 0.8525 -0.3003
H -3.1208 3.5037 -1.8782
H -4.6690 2.9235 -1.2132
H -4.5173 3.3995 -2.8892
H -5.6175 -0.1745 -1.2033
C 1.1614 1.5223 -0.3721
O 0.0818 1.4770 0.5602
C 0.0653 0.2426 1.2821
C 0.4181 0.4979 2.7165
C 1.9153 0.5109 2.9822
N -0.1569 -0.5495 3.6028
H 1.0401 2.4145 -0.9851
H 1.2157 0.6229 -0.9882
H 2.1306 1.6381 0.1319
H -0.9720 -0.1199 1.2112
H 0.6752 -0.5744 0.8997
H -0.0023 1.4585 3.0357
H 2.2971 -0.5088 2.8685
H 2.1220 0.7872 4.0194
H 2.4847 1.1733 2.3299
H -0.0734 -0.1977 4.5509
H -1.1529 -0.5604 3.3915
C 4.0127 -2.7667 4.8215
O 2.8958 -3.5907 4.6392
C 2.8436 -4.1384 3.3367
C 1.5705 -4.9488 3.2078
C 1.6798 -6.0744 2.2033
N 0.3487 -4.1612 3.0097
H 4.9120 -3.3767 4.9771
H 3.8345 -2.1868 5.7258
H 4.1474 -2.0921 3.9693
H 2.8253 -3.3120 2.6045
H 3.7350 -4.7566 3.1463
H 1.4048 -5.4741 4.1553
H 2.6010 -6.6427 2.3675
H 1.5697 -5.8396 1.1450
H 0.8911 -6.8045 2.4143
H 0.3723 -3.3278 3.5966
H 0.3061 -3.7952 2.0608
C 5.3285 -3.1547 -1.6135
O 4.2950 -2.2101 -1.5222
C 3.2046 -2.6751 -0.7923
C 2.3357 -3.7146 -1.4953
C 2.0811 -3.3872 -2.9687
N 1.1109 -3.9239 -0.7009
H 6.1624 -2.6865 -2.1311
H 5.0375 -4.0378 -2.2003
H 5.6367 -3.5084 -0.6226
H 3.4799 -3.0407 0.2085
H 2.5369 -1.8344 -0.5848
H 2.8478 -4.6847 -1.4543
H 2.9792 -2.9846 -3.4376
H 1.3204 -2.6061 -3.0561
H 1.7610 -4.2961 -3.4745
H 0.5187 -4.5486 -1.2417
H 0.5787 -3.0553 -0.6422
C 3.8874 4.8868 1.9139
O 3.2217 5.8293 2.7053
C 1.9505 6.1893 2.2071
C 0.9259 5.1081 2.3740
C -0.4293 5.4771 1.7884
N 0.8221 4.6967 3.7762
H 3.7569 5.0593 0.8369
H 3.5933 3.8604 2.1650
H 4.9651 4.9724 2.0809
H 1.6261 7.0941 2.7223
H 2.0304 6.4058 1.1316
H 1.2334 4.2012 1.8206
H -1.1128 4.6544 2.0132
H -0.3652 5.6861 0.7236
H -0.8888 6.3291 2.3031
H 0.2980 3.8374 3.8537
H 1.7535 4.5967 4.1585
*
```

Values from the calculation:
calculated total energy: -44631.4535 eV
structure (SMILES): CC1(C)CCCC(C)(C)N1O.COC[C@H](C)N.COC[C@H](C)N.COC[C@H](C)N.COC[C@H](C)N
HOMO-LUMO gap: 8.865 eV
highest occupied orbital energy: -8.4 eV

Löwdin analysis output, partial charges in e: number 1, C, carries -0.0191; number 2, C, carries -0.5376; number 3, C, carries -0.0423; number 4, C, carries -0.1475; number 5, C, carries -0.1762; number 6, C, carries -0.1355; number 7, C, carries -0.5325; number 8, C, carries -0.0465; number 9, C, carries -0.0299; number 10, N, carries -0.0933; number 11, O, carries -0.0190; number 12, H, carries 0.0808; number 13, H, carries 0.0595; number 14, H, carries 0.0885; number 15, H, carries 0.0784; number 16, H, carries 0.0871; number 17, H, carries 0.0896; number 18, H, carries 0.1244; number 19, H, carries 0.1222; number 20, H, carries 0.1132; number 21, H, carries 0.1081; number 22, H, carries 0.1200; number 23, H, carries 0.1172; number 24, H, carries 0.0756; number 25, H, carries 0.0884; number 26, H, carries 0.0844; number 27, H, carries 0.0880; number 28, H, carries 0.0856; number 29, H, carries 0.0690; number 30, H, carries 0.1054; number 31, C, carries -0.0968; number 32, O, carries -0.1933; number 33, C, carries -0.2037; number 34, C, carries -0.4370; number 35, C, carries -0.0511; number 36, N, carries 0.0426; number 37, H, carries 0.0873; number 38, H, carries 0.0796; number 39, H, carries 0.0765; number 40, H, carries 0.1223; number 41, H, carries 0.1141; number 42, H, carries 0.1260; number 43, H, carries 0.0687; number 44, H, carries 0.0794; number 45, H, carries 0.0625; number 46, H, carries 0.0752; number 47, H, carries 0.0722; number 48, C, carries -0.1239; number 49, O, carries -0.1876; number 50, C, carries -0.2177; number 51, C, carries -0.4404; number 52, C, carries -0.0758; number 53, N, carries 0.0470; number 54, H, carries 0.0886; number 55, H, carries 0.0874; number 56, H, carries 0.0777; number 57, H, carries 0.1105; number 58, H, carries 0.1250; number 59, H, carries 0.1364; number 60, H, carries 0.0749; number 61, H, carries 0.0503; number 62, H, carries 0.0766; number 63, H, carries 0.0479; number 64, H, carries 0.0446; number 65, C, carries -0.1077; number 66, O, carries -0.1778; number 67, C, carries -0.2279; number 68, C, carries -0.4410; number 69, C, carries -0.0482; number 70, N, carries 0.0397; number 71, H, carries 0.0911; number 72, H, carries 0.0875; number 73, H, carries 0.0932; number 74, H, carries 0.1177; number 75, H, carries 0.1120; number 76, H, carries 0.1305; number 77, H, carries 0.0727; number 78, H, carries 0.0790; number 79, H, carries 0.0765; number 80, H, carries 0.0793; number 81, H, carries 0.0669; number 82, C, carries -0.1224; number 83, O, carries -0.1792; number 84, C, carries -0.2116; number 85, C, carries -0.4736; number 86, C, carries -0.0588; number 87, N, carries 0.0559; number 88, H, carries 0.0919; number 89, H, carries 0.0769; number 90, H, carries 0.0892; number 91, H, carries 0.1356; number 92, H, carries 0.1261; number 93, H, carries 0.1203; number 94, H, carries 0.0744; number 95, H, carries 0.0770; number 96, H, carries 0.0813; number 97, H, carries 0.0552; number 98, H, carries 0.0664

---

2.
Entry from OMol25: C3H8NO2P as an isolated structure (ωB97M-V/def2-TZVPD).

```
! RIJCOSX wB97M-V def2-TZVPD def2/J DEFGRID3
* xyz 0 1
C -2.1137 -0.3707 0.5316
C -1.1102 -1.1170 0.0882
C 2.4057 0.4693 -0.5416
N 0.2309 -0.8684 0.4641
O -0.2149 1.1798 -1.3447
O 0.5749 2.0124 0.9462
P 0.9663 1.1616 -0.1533
H -3.1050 -0.5573 0.1731
H -1.9995 0.4024 1.2828
H -1.2980 -1.8195 -0.6472
H 3.1859 0.7573 0.0619
H 2.4562 0.0769 -1.5665
H 0.2652 -1.0252 1.4758
H -1.0525 1.1686 -0.7702
H 0.8087 -1.4700 -0.0002
*
```

Values from the calculation:
calculated total energy: -18113.4385 eV
HOMO-LUMO gap: 8.757 eV
highest occupied orbital energy: -8.1 eV
energy above the lowest of the compared OMol25 structures with the same formula, charge and spin: 37.9 kcal/mol

Löwdin analysis output, partial charges in e: number 1, C, carries 0.0020; number 2, C, carries -0.2366; number 3, C, carries -0.2392; number 4, N, carries 0.0038; number 5, O, carries -0.2192; number 6, O, carries -0.3074; number 7, P, carries 0.5424; number 8, H, carries 0.0584; number 9, H, carries 0.0749; number 10, H, carries 0.0929; number 11, H, carries -0.0401; number 12, H, carries 0.0128; number 13, H, carries 0.1392; number 14, H, carries 0.0613; number 15, H, carries 0.0548

---

3.
Entry from OMol25: a 2-piece molecular cluster, C3H7F2O2P overall (ωB97M-V/def2-TZVPD).

```
! RIJCOSX wB97M-V def2-TZVPD def2/J DEFGRID3
* xyz 0 1
C 0.9330 0.3689 0.2340
C -0.1162 -0.1275 1.1927
C -3.3105 0.5656 -0.2211
O -1.7629 -3.2008 -0.3705
O -0.5662 -1.4609 0.9210
F -3.5549 0.7276 1.0895
F -2.9535 1.7907 -0.6663
P -1.4692 -1.8029 -0.4200
H 1.8445 -0.2694 0.2484
H 0.5761 0.4514 -0.7885
H 1.0757 1.3502 0.3666
H -0.8552 0.6267 1.1002
H 0.0986 -0.0999 2.3372
H -4.0116 0.0830 -0.8731
H -0.6772 -1.4290 -1.4918
*
```

Values from the calculation:
calculated total energy: -22040.1541 eV
HOMO-LUMO gap (alpha / beta): 8.445 / 8.427 eV
highest occupied orbital energy (alpha / beta): -8.8 / -9.5 eV
energy above the lowest of the compared OMol25 structures with the same formula, charge and spin: 136.8 kcal/mol

Löwdin analysis output, partial charges in e: number 1, C, carries -0.0875; number 2, C, carries -0.3175; number 3, C, carries -0.2189; number 4, O, carries -0.3560; number 5, O, carries -0.3115; number 6, F, carries 0.0391; number 7, F, carries 0.0245; number 8, P, carries 0.7152; number 9, H, carries 0.1028; number 10, H, carries 0.0661; number 11, H, carries 0.0315; number 12, H, carries 0.0647; number 13, H, carries 0.1566; number 14, H, carries 0.0931; number 15, H, carries -0.0022

---

4.
Entry from OMol25: a 2-piece molecular cluster, C5H8N overall (ωB97M-V/def2-TZVPD).

```
! RIJCOSX wB97M-V def2-TZVPD def2/J DEFGRID3
* xyz 1 1
C 1.4214 -0.7321 0.6457
C 1.6230 -0.0874 -0.6637
C 0.9661 1.1792 -0.1254
C 0.6859 0.4832 1.2238
C -2.2413 -0.5496 0.0259
N 1.0723 -0.6023 1.8711
H 2.6626 -0.3160 -1.0327
H 1.0050 -0.6549 -1.4201
H 1.6533 1.9682 0.0904
H 0.0522 1.4595 -0.7029
H -1.9731 0.0948 0.8844
H -2.5263 -1.4312 0.4273
H -1.3899 -0.6957 -0.5896
H -3.0112 -0.1157 -0.6341
*
```

Values from the calculation:
calculated total energy: -6790.5866 eV
HOMO-LUMO gap: 9.429 eV
highest occupied orbital energy: -15.3 eV
energy above the lowest of the compared OMol25 structures with the same formula, charge and spin: 173.0 kcal/mol

Löwdin analysis output, partial charges in e: number 1, C, carries 0.0165; number 2, C, carries -0.0797; number 3, C, carries -0.0416; number 4, C, carries 0.0784; number 5, C, carries -0.0070; number 6, N, carries 0.3220; number 7, H, carries 0.1703; number 8, H, carries 0.1690; number 9, H, carries 0.1388; number 10, H, carries 0.1608; number 11, H, carries 0.0364; number 12, H, carries -0.0082; number 13, H, carries -0.0147; number 14, H, carries 0.0590